Entry from the OMol25 dataset: a molecular structure, C58H63FN6O4S2TeTi in a non-equilibrium geometry (ωB97M-V/def2-TZVPD).

Element x y z (Å)
1 Ti 0.65049 0.02039 0.21209
2 C -0.52630 -1.89709 2.98720
3 N -1.05097 -1.80283 1.61725
4 C -2.47929 -1.45864 1.72216
5 C -3.10072 -1.02014 0.42253
6 N -2.58299 0.26091 -0.03382
7 C -2.97927 0.48846 -1.41991
8 C -2.92519 1.36987 0.81081
9 C -4.20866 1.91264 0.72461
10 C -4.60383 3.00058 1.48189
11 C -3.69335 3.57287 2.35966
12 C -2.42109 3.04262 2.46237
13 C -2.00696 1.93966 1.70180
14 S -0.36255 1.37998 2.05396
15 C -0.84715 -3.05381 0.90394
16 C -1.10527 -4.26626 1.54133
17 C -0.90918 -5.48289 0.90787
18 C -0.45277 -5.49740 -0.40211
19 C -0.21189 -4.30060 -1.05264
20 C -0.40213 -3.06753 -0.42239
21 S -0.12695 -1.61533 -1.38822
22 H -1.18774 -2.47847 3.64287
23 H -0.44345 -0.88981 3.39494
24 H 0.45501 -2.36245 2.96243
25 H -2.55701 -0.64716 2.44954
26 H -3.03773 -2.31911 2.11821
27 H -4.19706 -0.98976 0.54408
28 H -2.87750 -1.75536 -0.35450
29 H -4.05446 0.31727 -1.58348
30 H -2.42727 -0.20499 -2.05465
31 H -2.73331 1.50643 -1.71194
32 H -4.91384 1.46447 0.03450
33 H -5.60610 3.39846 1.38316
34 H -3.96986 4.43166 2.95912
35 H -1.70394 3.48239 3.14462
36 H -1.46427 -4.26040 2.56245
37 H -1.10679 -6.40712 1.43662
38 H -0.27743 -6.43546 -0.91412
39 H 0.14468 -4.29814 -2.07562
40 F 6.74498 -0.90228 -2.17741
41 C 5.66375 -0.42969 -2.83885
42 C 4.57736 -0.08819 -2.10561
43 C 3.45134 0.49432 -2.73244
44 C 2.28529 0.82756 -2.00203
45 O 2.21351 0.50826 -0.74237
46 C 1.24579 1.48989 -2.67884
47 C 1.38037 1.74711 -4.02128
48 N 2.42852 1.35735 -4.73877
49 C 2.52436 1.67326 -6.15401
50 C 2.40741 0.57016 -7.14954
51 C 1.30142 1.57944 -7.01112
52 C 3.51254 0.73051 -4.12338
53 C 4.61927 0.34196 -4.85855
54 C 5.73169 -0.26702 -4.26212
55 N 6.74967 -0.61316 -5.08876
56 C 7.67034 -1.64764 -4.64157
57 C 8.17538 -2.60538 -5.70787
58 N 9.37504 -2.10721 -6.37430
59 C 7.09442 0.13534 -7.48082
60 C 7.20665 0.49014 -6.05979
61 C 0.01251 1.95339 -1.97575
62 O -0.72108 2.78153 -2.48104
63 O -0.15470 1.40676 -0.80858
64 H 4.58960 -0.22371 -1.03069
65 H 0.59612 2.28112 -4.54015
66 H 3.23586 2.45963 -6.36916
67 H 2.21809 -0.41921 -6.75453
68 H 3.05905 0.60141 -8.01145
69 H 0.37992 1.24456 -6.55434
70 H 1.17589 2.33426 -7.77388
71 H 4.66474 0.48074 -5.93181
72 H 7.12877 -2.23733 -3.90519
73 H 8.55390 -1.22208 -4.14171
74 H 7.38837 -2.76344 -6.44611
75 H 8.36453 -3.56303 -5.19874
76 H 9.68392 -2.73903 -7.10024
77 H 10.13013 -2.00731 -5.70633
78 H 6.25232 -0.46441 -7.81655
79 H 7.87841 0.39079 -8.17895
80 H 6.57916 1.33585 -5.72691
81 H 8.23230 0.76937 -5.77274
82 C 3.31717 -0.19752 9.46707
83 C 3.13141 -0.00446 7.98540
84 C 3.08765 1.26498 7.42618
85 C 2.92292 1.46109 6.05811
86 C 2.85523 2.87266 5.52899
87 C 2.81681 0.33478 5.23482
88 Te 2.61855 0.60806 3.11930
89 N 1.73645 -1.14462 1.22104
90 C 3.00829 -1.39706 0.97642
91 O 3.96914 -0.68441 1.40594
92 C 3.41680 -2.67511 0.29385
93 C 3.08288 -2.98050 -1.01716
94 C 3.48422 -4.18974 -1.56980
95 C 4.20988 -5.10035 -0.81619
96 C 4.56304 -4.78652 0.49118
97 C 4.17883 -3.57296 1.03864
98 C 4.43709 1.68935 2.97781
99 C 5.63653 1.19538 3.48275
100 C 5.76800 -0.13164 4.18869
101 C 6.79238 1.95458 3.30248
102 C 6.78491 3.15189 2.60691
103 C 8.04518 3.95236 2.41445
104 C 5.57871 3.59318 2.07172
105 C 4.40006 2.88035 2.23856
106 C 3.13399 3.40594 1.60638
107 C 2.83817 -0.95573 5.76898
108 C 2.70110 -2.20720 4.93384
109 C 2.99661 -1.09984 7.14316
110 H 3.30441 0.75623 9.99361
111 H 4.26957 -0.68741 9.67938
112 H 2.52714 -0.82585 9.88151
113 H 3.17728 2.13375 8.07077
114 H 2.57334 3.56319 6.32327
115 H 2.12094 2.96287 4.72515
116 H 3.81999 3.18786 5.12553
117 H 2.51094 -2.27582 -1.60642
118 H 3.22609 -4.41830 -2.59675
119 H 4.50051 -6.05155 -1.24414
120 H 5.14811 -5.48309 1.07898
121 H 4.47548 -3.30645 2.04627
122 H 4.93990 -0.79793 3.95802
123 H 5.80644 -0.00105 5.27326
124 H 6.68650 -0.62518 3.87064
125 H 7.72979 1.57402 3.69670
126 H 8.92000 3.39392 2.74642
127 H 8.00509 4.88491 2.98167
128 H 8.18577 4.21301 1.36445
129 H 5.55638 4.51396 1.49765
130 H 3.31563 4.37123 1.13631
131 H 2.32634 3.52737 2.33073
132 H 2.76387 2.72610 0.83434
133 H 2.86340 -2.02755 3.86997
134 H 1.70067 -2.63137 5.04097
135 H 3.41695 -2.96322 5.25972
136 H 3.02086 -2.10107 7.56388

Force components x, y, z for each atom (eV/Å):
-1.86 -1.75 1.36
0.08 -0.01 -0.06
0.12 -0.27 -0.04
0.10 0.04 0.06
0.10 0.05 -0.07
-0.02 0.02 0.02
0.11 -0.02 -0.02
-0.04 -0.02 0.00
-0.03 0.00 0.06
0.01 -0.01 -0.01
0.02 -0.04 0.00
-0.02 0.00 -0.01
0.08 0.08 0.05
0.21 -0.16 0.00
-0.11 0.07 0.06
-0.01 -0.01 -0.03
0.01 0.03 0.00
-0.01 0.03 0.01
0.01 -0.03 -0.02
0.08 0.03 -0.11
-0.09 0.20 0.24
0.00 -0.02 0.01
-0.01 0.00 0.00
0.01 0.02 -0.01
0.00 -0.01 0.03
-0.03 0.01 0.04
-0.03 -0.02 0.01
-0.03 0.00 -0.03
-0.01 0.01 0.00
0.01 -0.02 -0.02
0.04 0.01 -0.01
0.02 0.01 0.01
0.00 0.01 0.00
0.00 0.00 0.00
-0.01 0.01 -0.01
0.01 0.01 0.01
0.01 0.01 0.00
0.00 0.01 -0.01
0.01 -0.01 0.02
-0.04 0.07 0.00
0.03 -0.13 -0.23
-0.12 0.01 0.03
0.13 -0.04 0.07
0.08 -0.06 0.04
0.86 0.37 -0.54
-0.07 0.12 -0.18
-0.24 0.04 0.21
0.32 -0.03 -0.27
-0.11 0.04 0.09
-0.07 -0.10 -0.09
-0.05 -0.02 0.04
0.09 -0.02 -0.01
-0.05 0.30 0.04
-0.25 -0.11 -0.26
0.39 0.18 0.83
0.08 0.15 0.09
0.06 -0.08 -0.18
0.03 0.10 0.13
-0.26 0.18 0.03
-0.19 -0.26 -0.75
0.24 -0.05 0.19
-0.15 -0.01 -0.07
-0.35 0.95 -1.21
-0.02 -0.01 -0.01
0.01 0.00 0.02
0.05 0.00 0.05
0.00 0.02 0.01
0.05 0.02 0.04
0.02 0.00 0.01
0.03 0.00 -0.01
-0.01 -0.02 0.02
0.14 -0.10 -0.01
-0.06 0.07 0.07
0.08 0.08 -0.07
-0.07 -0.05 0.00
-0.03 0.03 -0.06
0.03 -0.08 0.01
0.02 0.08 0.00
0.08 -0.21 0.07
0.04 0.02 0.29
0.05 -0.14 -0.07
0.00 0.00 -0.03
0.00 -0.01 0.00
0.00 0.01 0.01
-0.06 0.05 0.05
0.05 -0.11 0.00
-0.03 -0.02 -0.07
0.59 0.48 0.35
0.50 0.30 -0.91
-0.25 -0.16 0.54
-0.22 -0.05 0.23
0.01 0.00 0.01
-0.04 0.03 -0.03
0.02 0.01 0.01
-0.02 0.03 0.04
-0.01 0.00 -0.03
0.03 0.00 -0.04
-0.06 -0.03 -0.19
0.07 -0.09 0.07
-0.02 0.08 -0.04
0.01 -0.01 0.00
-0.01 0.01 0.00
-0.02 -0.02 0.01
0.02 0.02 0.01
-0.03 0.11 0.03
0.05 -0.09 0.02
0.02 -0.06 0.03
0.01 0.08 0.06
0.01 -0.03 0.01
0.00 0.00 0.00
0.00 0.00 0.00
0.00 0.00 0.00
-0.01 -0.01 0.00
0.00 -0.01 0.01
-0.02 0.01 0.02
-0.01 0.00 0.00
-0.04 -0.03 0.04
-0.01 0.00 0.01
0.03 0.01 -0.01
-0.02 -0.01 0.00
-0.01 -0.01 0.00
0.06 -0.02 -0.05
-0.03 0.00 0.00
0.02 0.01 0.02
-0.01 0.00 -0.01
0.00 0.01 0.00
0.00 0.00 -0.01
0.00 0.00 0.01
0.00 -0.01 0.00
0.01 0.00 -0.01
-0.01 0.00 0.01
0.00 -0.02 -0.01
0.00 -0.01 -0.01
0.00 0.01 -0.01
0.00 0.00 0.00
0.00 0.01 0.00

The HOMO energy (alpha / beta) comes out at -1.66 / -1.66 eV. As for the charge: -1. Its calculated total energy is -4891.203620 a.u. As for the energy above the lowest of the compared OMol25 structures with the same formula, charge and spin: 0.349 eV. As for the spin multiplicity: 2.

Entry from the OMol25 dataset: 12 unconnected molecules or ions with the total composition C19H52BrN22O12P (ωB97M-V/def2-TZVPD).

Element x y z (Å)
1 O 4.56200 -0.28054 4.12485
2 C 4.34630 0.18749 3.04349
3 C 5.42123 0.30005 1.97982
4 P 6.00945 2.03962 1.84394
5 Br 4.51241 2.95271 0.45473
6 C 3.02796 0.74084 2.61356
7 C 2.62137 2.00730 3.01686
8 C 1.45524 2.53698 2.49084
9 C 0.71001 1.79385 1.58512
10 C 1.09269 0.51277 1.21272
11 C 2.26766 -0.02075 1.72584
12 H 4.94948 0.07582 1.02624
13 H 6.24262 -0.38622 2.15013
14 H 5.57330 2.58216 3.07107
15 H 3.24529 2.55252 3.70602
16 H 1.14611 3.53296 2.75809
17 H -0.18674 2.23340 1.17779
18 H 0.52829 -0.06241 0.49908
19 H 2.63599 -0.98842 1.43256
20 N 3.21076 -4.61299 1.23189
21 C 2.89854 -3.89084 0.11824
22 N 2.03097 -4.49065 -0.73285
23 O 3.37952 -2.77837 -0.08765
24 H 2.84517 -5.53076 1.40438
25 H 3.84134 -4.19804 1.89166
26 H 1.79092 -3.99989 -1.57312
27 H 1.65961 -5.40969 -0.57734
28 N 5.01293 -7.77255 -0.40810
29 C 3.70236 -8.10665 -0.24142
30 N 3.46819 -9.35217 0.26647
31 O 2.79767 -7.33731 -0.53031
32 H 5.77450 -8.38338 -0.18331
33 H 5.20946 -6.86216 -0.78112
34 H 2.51181 -9.62444 0.39275
35 H 4.19516 -9.99838 0.50639
36 N -3.50099 5.08796 0.85689
37 C -2.53569 4.52326 1.64154
38 N -2.95982 4.05830 2.85255
39 O -1.37315 4.43538 1.28094
40 H -4.46503 5.17912 1.12805
41 H -3.21443 5.43660 -0.03841
42 H -2.27373 3.61933 3.44026
43 H -3.90841 4.11829 3.17056
44 N -3.81502 1.04713 1.49081
45 C -3.04491 0.22112 2.25050
46 N -3.43263 -1.08601 2.18758
47 O -2.08844 0.61520 2.90302
48 H -4.60592 0.71162 0.97040
49 H -3.56103 2.01699 1.45713
50 H -2.90791 -1.75089 2.72082
51 H -4.20685 -1.40301 1.63515
52 N 5.88550 -2.01344 -3.45996
53 C 4.70008 -1.70229 -4.07432
54 N 3.59784 -1.82663 -3.27852
55 O 4.64290 -1.34205 -5.23651
56 H 5.94959 -2.30326 -2.50272
57 H 6.72093 -1.92990 -4.00671
58 H 2.71099 -1.60052 -3.68634
59 H 3.63674 -2.12610 -2.31831
60 N 2.51792 7.13203 -1.42968
61 C 1.31838 6.61255 -1.01429
62 N 1.40029 5.40528 -0.38098
63 O 0.26273 7.19086 -1.19983
64 H 3.39833 6.67602 -1.28746
65 H 2.49507 8.01707 -1.89853
66 H 0.54350 4.98992 -0.05832
67 H 2.26487 4.92189 -0.22578
68 N -3.77888 -4.52077 4.61577
69 C -4.92991 -4.18745 3.96030
70 N -6.08454 -4.39981 4.65713
71 O -4.92755 -3.72607 2.83075
72 H -3.75858 -4.89195 5.54587
73 H -2.91368 -4.37165 4.13229
74 H -6.94480 -4.15627 4.20396
75 H -6.11062 -4.77143 5.58686
76 N -5.02343 -3.05626 -0.39353
77 C -5.10635 -1.85074 -1.03057
78 N -4.74295 -1.85519 -2.34947
79 O -5.48396 -0.83696 -0.46529
80 H -4.70789 -3.89461 -0.84207
81 H -5.28455 -3.09596 0.57779
82 H -4.77502 -0.98056 -2.84284
83 H -4.42309 -2.67210 -2.83564
84 N -7.58895 -3.36328 -6.56667
85 C -6.80141 -2.64894 -5.70501
86 N -7.10874 -2.77638 -4.37890
87 O -5.88104 -1.94892 -6.08844
88 H -8.34985 -3.94345 -6.27119
89 H -7.38218 -3.28790 -7.54453
90 H -6.54068 -2.25075 -3.73719
91 H -7.85274 -3.34838 -4.02845
92 N 8.17419 3.23781 -1.87882
93 C 9.32629 2.99027 -1.17995
94 N 9.13953 2.69887 0.14233
95 O 10.42714 3.02285 -1.70075
96 H 7.25966 3.21054 -1.46694
97 H 8.26714 3.45045 -2.85362
98 H 9.95611 2.50647 0.69026
99 H 8.23192 2.67071 0.57474
100 N -7.01537 7.18282 -1.65699
101 C -6.25256 7.30345 -0.52893
102 N -5.10585 8.03233 -0.67733
103 O -6.56780 6.79326 0.53307
104 H -6.77034 7.59123 -2.53808
105 H -7.86330 6.65358 -1.58231
106 H -4.52404 8.14056 0.13299
107 H -4.82266 8.45698 -1.53946

Force components x, y, z for each atom (eV/Å):
0.25 -0.28 0.77
-0.08 0.21 -0.57
-0.75 0.04 0.09
0.70 0.13 -0.37
0.15 0.00 0.03
-0.21 -0.18 0.05
-0.07 -0.48 -0.08
0.13 -0.22 -0.08
-0.26 0.12 -0.05
0.53 0.03 0.21
0.07 0.64 0.15
0.14 -0.09 -0.27
0.26 0.07 0.17
-0.31 -0.10 -0.05
-0.02 0.23 0.16
-0.17 0.17 0.03
-0.13 0.03 -0.02
-0.27 -0.03 -0.06
-0.05 -0.29 -0.23
0.07 0.06 0.10
-0.02 -0.21 0.03
-0.21 0.30 -0.03
0.10 0.09 -0.20
0.01 -0.05 -0.11
-0.02 0.03 0.01
0.01 0.01 -0.01
0.25 -0.15 -0.08
-0.02 0.04 0.02
0.14 -0.08 -0.03
-0.04 0.05 0.02
-0.17 -0.02 0.17
-0.01 -0.02 0.00
-0.01 0.01 -0.01
-0.01 -0.01 -0.02
0.02 0.01 -0.02
-0.05 -0.09 0.03
-0.27 0.21 -0.01
0.11 0.01 0.03
0.31 -0.09 -0.08
0.00 0.09 0.00
0.04 0.03 -0.03
-0.03 -0.15 -0.05
-0.02 0.03 -0.04
-0.10 0.30 0.02
-0.10 0.03 -0.34
0.28 -0.12 0.25
-0.04 -0.10 0.12
0.03 -0.07 -0.18
0.00 0.00 0.04
-0.06 -0.03 0.03
-0.04 0.09 0.01
0.07 -0.05 -0.02
-0.04 0.01 0.06
-0.06 -0.13 0.06
0.02 -0.01 -0.01
-0.05 0.03 0.02
0.00 0.03 -0.01
0.02 0.07 -0.04
-0.02 0.07 0.17
0.03 0.09 -0.05
0.10 -0.29 0.15
-0.06 0.07 -0.09
-0.09 0.12 -0.08
-0.01 -0.03 0.02
-0.01 0.00 0.00
-0.16 -0.02 0.15
-0.01 0.03 0.02
-0.03 -0.01 -0.11
-0.03 -0.01 0.26
0.02 -0.03 -0.08
0.03 0.00 -0.29
-0.02 0.03 0.02
0.02 0.01 0.00
-0.01 0.03 0.00
0.02 0.01 0.02
-0.13 0.21 -0.03
0.14 -0.36 0.04
-0.21 0.08 -0.12
0.00 0.14 0.18
0.05 0.01 -0.01
0.03 -0.13 0.08
0.13 0.02 0.03
0.09 0.01 0.03
0.02 0.00 -0.02
-0.03 -0.04 0.02
0.05 -0.01 -0.03
0.03 0.00 0.00
-0.01 0.01 0.03
0.01 0.01 -0.01
-0.11 -0.06 0.10
-0.03 0.02 -0.02
0.00 0.03 -0.01
-0.05 -0.02 -0.03
-0.03 0.02 -0.01
0.00 0.00 0.00
0.00 -0.01 0.02
0.01 -0.01 -0.01
0.02 0.02 -0.01
0.08 -0.04 0.04
-0.07 -0.03 0.05
0.12 0.10 -0.14
0.00 -0.05 0.08
0.04 -0.14 0.06
0.03 0.01 0.01
0.00 -0.01 0.01
0.02 0.01 -0.01
0.00 -0.01 -0.02

The HOMO energy comes out at -8.73 eV. Its calculated total energy is -5778.563118 a.u. As for the SMILES: O=C(CPBr)c1ccccc1.NC(N)=O.NC(N)=O.NC(N)=O.NC(N)=O.NC(N)=O.NC(N)=O.NC(N)=O.NC(N)=O.NC(N)=O.NC(N)=O.NC(N)=O.